Entry 1:
A molecular structure, C9H11MnN3O4. Source: OMol25; level of theory: ωB97M-V/def2-TZVPD.

The geometry in XYZ format:
```
28
Properties=species:S:1:pos:R:3
Mn -1.43500 -0.50792 -1.66209
O -2.48203 -1.25429 -0.10086
N -1.94331 -1.21270 1.06458
N -0.83181 -0.60966 1.09477
O -0.27888 -0.04592 0.04958
C -0.15032 -0.51847 2.36540
C 0.84879 0.42687 2.50780
C 1.50194 0.53567 3.72733
C 1.15791 -0.29481 4.78428
C 0.16075 -1.24652 4.61668
C -0.49727 -1.36897 3.40414
H 1.10666 1.05307 1.66706
H 2.28576 1.27287 3.84664
H 1.67316 -0.20945 5.73316
H -0.10172 -1.90676 5.43347
H -1.26804 -2.11086 3.25846
N -1.15214 1.50218 -2.64877
C -0.19178 1.42801 -3.78863
C 0.92219 0.41403 -3.53448
C 0.43521 -0.99725 -3.85812
O 0.84774 -1.56908 -4.84362
O -0.41093 -1.49636 -2.99389
H -1.96520 2.04032 -2.92484
H -0.72089 2.01674 -1.88532
H 0.22861 2.41460 -3.98139
H -0.75564 1.13549 -4.67323
H 1.24120 0.46923 -2.48911
H 1.77507 0.63995 -4.16901
```

Values from the calculation:
**Spin multiplicity**: 6
**Energy relative to the best compared isomer or geometry (same formula, charge and spin)**: 0.052 eV
**Kohn-Sham gap (alpha / beta)**: 8.7 / 8.9 eV
**LUMO level (alpha / beta)**: 0.00215 / -0.00740 hartree
**Total energy**: -1965.7606 hartree



Entry 2:
A single C9H11N molecule at a distorted geometry. Source: OMol25; level of theory: ωB97M-V/def2-TZVPD.

The geometry in XYZ format:
```
21
Properties=species:S:1:pos:R:3
C 0.83011 0.53983 -1.98991
C 0.47237 0.74083 -0.73804
C 0.89664 2.08744 -0.36735
C 1.53596 2.72260 -1.52968
C 0.30616 0.25485 1.69928
C 0.65000 2.64088 0.79389
C -0.10848 -0.14613 0.34678
C 0.48578 -1.58081 0.09753
C -1.67673 -0.20947 0.22608
N 1.56072 1.69352 -2.39414
H 0.77027 -0.33492 -2.65180
H 1.42140 0.34974 1.82215
H -0.48618 0.46841 2.40723
H 0.57928 3.62214 1.08178
H -0.00262 -2.34716 0.70572
H 1.56558 -1.51666 0.16638
H 0.13695 -1.82753 -0.97767
H -2.13968 0.78198 0.18655
H -2.08462 -0.94658 1.02908
H -2.04903 -0.78190 -0.56421
H 1.72328 1.86786 -3.31482
```

Values from the calculation:
**Energy relative to the best compared isomer or geometry (same formula, charge and spin)**: 6.054 eV
**Kohn-Sham gap (alpha / beta)**: 8.0 / 8.1 eV
**LUMO level (alpha / beta)**: -0.00743 / -0.00332 hartree
**Total energy**: -404.0276 hartree



Entry 3:
A molecular structure, C9H11N2 at a distorted geometry. Source: OMol25; level of theory: ωB97M-V/def2-TZVPD.

The geometry in XYZ format:
```
22
Properties=species:S:1:pos:R:3
C -2.64999 -0.68422 0.12598
C -2.68264 0.67418 -0.04619
C -1.47668 -1.41842 0.20330
C -1.43195 1.33222 -0.24064
C -0.26925 -0.74099 0.04287
C -0.24117 0.64647 -0.15865
C 1.08130 -1.30480 0.06615
C 1.49213 -2.57910 -0.00672
C 0.99179 1.33292 -0.42259
N 1.20538 2.26609 0.51566
N 2.10365 -0.17782 -0.13541
H -3.60988 -1.27465 0.24892
H -3.59863 1.39276 -0.00553
H -1.34369 -2.55729 0.39034
H -1.39845 2.49157 -0.22817
H 2.63745 -2.69333 -0.12120
H 0.74622 -3.35110 0.15924
H 1.18038 1.50339 -1.45030
H 0.48624 2.36511 1.14680
H 1.56757 3.16398 0.23168
H 2.57511 -0.09945 0.72539
H 2.63510 -0.28749 -1.04090
```

Values from the calculation:
**Energy relative to the best compared isomer or geometry (same formula, charge and spin)**: 1.928 eV
**Kohn-Sham gap**: 9.3 eV
**Net charge**: +1
**LUMO level**: -0.12570 hartree
**Total energy**: -458.7595 hartree



Entry 4:
A gas-phase ion, C9H11N2O2 (charge -1) at a distorted geometry. Source: OMol25; level of theory: ωB97M-V/def2-TZVPD.

The geometry in XYZ format:
```
24
Properties=species:S:1:pos:R:3
C 0.70808 -2.02778 -0.05361
C -0.62839 -2.39364 -0.14111
C 1.15869 -0.77206 -0.30582
C -0.62875 0.52339 -0.58284
C -1.79909 -1.65383 -0.34386
C 2.31390 -0.03842 -0.23067
C -3.01268 1.44013 0.93921
C 4.49622 0.37501 0.31495
C -2.95836 0.65086 -0.32977
N 3.51526 -0.47438 -0.26850
N -1.71668 -0.20403 -0.34118
O -0.69147 1.71782 -0.81249
O -2.94330 -2.11842 -0.34496
H 1.42041 -2.75668 0.32824
H -0.81042 -3.42266 -0.06298
H 2.09605 0.94542 0.07645
H -3.64924 2.32264 0.64798
H -3.42270 0.89064 1.87728
H -1.99604 1.84753 1.08833
H 5.49833 0.01979 -0.12125
H 4.49617 0.41911 1.42153
H 4.48683 1.43342 -0.03414
H -3.90535 0.16471 -0.57674
H -2.92962 1.41127 -1.12436
```

Values from the calculation:
**Energy relative to the best compared isomer or geometry (same formula, charge and spin)**: 3.234 eV
**Kohn-Sham gap**: 6.9 eV
**Net charge**: -1
**LUMO level**: 0.13733 hartree
**Total energy**: -609.4656 hartree



Entry 5:
2 unconnected molecules or ions with the total composition C9H11N2O2 at a distorted geometry. Source: OMol25; level of theory: ωB97M-V/def2-TZVPD.

The geometry in XYZ format:
```
24
Properties=species:S:1:pos:R:3
C 1.34191 -1.81789 -1.14307
C 1.63719 0.29769 0.62921
C 0.43495 -0.44113 0.45431
C 2.72467 0.06091 -0.40928
C 3.89629 0.82103 -0.42779
C -0.90467 -0.09491 0.99469
C -2.24483 0.74734 -1.32686
C -3.20433 0.24136 1.50726
C -2.26545 -0.62345 0.75392
N 0.41758 -1.59387 -0.25842
N 2.36273 -0.84438 -1.34150
O -0.94673 0.93239 -1.53925
O 1.91897 1.15368 1.60392
H 1.38505 -2.64366 -1.86025
H 4.67555 0.66299 -1.16042
H 4.23557 1.62226 0.22388
H -0.86295 0.90633 1.54126
H -2.50956 1.70734 -0.73334
H -2.69299 -0.23030 -1.16443
H -3.85134 0.93446 0.77863
H -3.62512 -0.26481 2.31563
H -2.58338 1.11215 2.03220
H -2.40989 -1.65873 0.56565
H 3.07079 -0.98681 -2.03596
```

Values from the calculation:
**Energy relative to the best compared isomer or geometry (same formula, charge and spin)**: 5.611 eV
**Kohn-Sham gap**: 6.2 eV
**Net charge**: -1
**LUMO level**: 0.13017 hartree
**Total energy**: -609.3782 hartree



Entry 6:
A single C9H11N2P molecule at a distorted geometry. Source: OMol25; level of theory: ωB97M-V/def2-TZVPD.

The geometry in XYZ format:
```
23
Properties=species:S:1:pos:R:3
C -1.25132 2.14164 0.94114
C -1.22222 0.70817 0.59786
C -2.37199 -0.03422 0.81708
C -2.40036 -1.39502 0.61331
C -1.36617 -2.02191 0.05151
N -0.21495 -1.42417 -0.26198
C -0.17460 -0.06756 -0.03211
C 1.10778 0.55779 -0.38072
C 2.03943 -0.27515 -1.19768
C 2.67879 -1.40426 -0.37149
P 2.89791 -0.47232 1.34852
N 1.90140 0.72401 1.22235
H -0.56334 2.27419 1.78544
H -0.84936 2.67750 0.20278
H -2.25316 2.30667 1.23974
H -3.23747 0.38111 1.21179
H -3.38617 -2.02116 0.83280
H -1.57871 -3.13514 -0.11325
H 1.16838 1.51319 -0.81421
H 2.80229 0.29507 -1.48165
H 1.61315 -0.66847 -2.00042
H 1.94317 -2.16032 -0.06809
H 3.72894 -1.65847 -0.49218
```

Values from the calculation:
**Energy relative to the best compared isomer or geometry (same formula, charge and spin)**: 2.077 eV
**Kohn-Sham gap**: 8.8 eV
**SMILES**: Cc1cccnc1[C@@H]1CCP=N1
**LUMO level**: 0.01136 hartree
**Total energy**: -800.3052 hartree



Entry 7:
A gas-phase ion, C9H11N2S (charge +1) at a distorted geometry. Source: OMol25; level of theory: ωB97M-V/def2-TZVPD.

The geometry in XYZ format:
```
23
Properties=species:S:1:pos:R:3
N 2.01274 -0.84507 -0.25720
C 0.90879 0.09624 0.01823
C -0.30992 -0.28615 -0.60442
C -1.33219 0.54646 -0.93863
C -2.53094 0.06924 -1.51760
C -2.77932 -1.23852 -1.52044
C -1.75653 -2.16131 -1.14814
C -0.59598 -1.70341 -0.66807
N 0.68436 0.12910 1.70014
C 0.99116 1.19406 2.26521
C 1.40815 2.45076 1.57438
S 1.41163 1.84477 -0.23791
H 2.74798 -0.23622 -0.43432
H 1.62981 -1.34797 -1.03672
H 2.19375 -1.48652 0.47155
H -1.10741 1.60388 -1.11397
H -3.28970 0.76839 -1.66000
H -3.61905 -1.58144 -1.92382
H -1.85133 -3.30534 -1.24813
H 0.10160 -2.43505 -0.27804
H 0.72669 1.19925 3.29972
H 0.77476 3.25152 1.68333
H 2.39277 2.85144 1.89996
```

Values from the calculation:
**Energy relative to the best compared isomer or geometry (same formula, charge and spin)**: 1.699 eV
**Kohn-Sham gap**: 9.8 eV
**SMILES**: [NH3+][C@@]1(c2ccccc2)N=CCS1
**Net charge**: +1
**LUMO level**: -0.12005 hartree
**Total energy**: -856.9235 hartree



Entry 8:
A molecular structure, C9H11N3 at a distorted geometry. Source: OMol25; level of theory: ωB97M-V/def2-TZVPD.

The geometry in XYZ format:
```
23
Properties=species:S:1:pos:R:3
C 1.36690 0.32842 -0.84379
C 1.26454 1.50921 -0.14248
C 1.34640 -3.02370 0.72695
C 0.65569 -2.36909 -0.20695
C -2.00085 0.97746 0.58028
C -1.04670 1.55671 -0.25235
C 1.60881 -0.99971 -1.30044
C -3.06932 0.14004 0.04323
C 0.09209 2.43292 0.14600
N 2.39531 1.53215 0.70061
N 3.03410 0.38160 0.60691
N 2.43218 -0.35470 -0.32936
H 0.83592 -3.61671 1.53957
H 2.39590 -3.00602 0.85885
H -0.37612 -2.41592 -0.43226
H -1.96113 1.26153 1.60691
H -1.02453 1.28396 -1.35340
H 1.83466 -1.22839 -2.38399
H -3.04409 -0.77095 0.53880
H -4.16893 0.49073 0.19586
H -2.88510 -0.18585 -1.00229
H 0.17947 2.73746 1.15361
H 0.13481 3.33885 -0.45028
```

Values from the calculation:
**Energy relative to the best compared isomer or geometry (same formula, charge and spin)**: 9.193 eV
**Kohn-Sham gap**: 9.7 eV
**LUMO level**: 0.02917 hartree
**Total energy**: -513.5022 hartree



Entry 9:
A single C9H11N3 molecule at a distorted geometry. Source: OMol25; level of theory: ωB97M-V/def2-TZVPD.

The geometry in XYZ format:
```
23
Properties=species:S:1:pos:R:3
C 0.96716 -1.03561 -1.65087
C 1.25193 -0.35520 -0.28624
C 1.97823 -1.24300 0.68165
C 2.00072 0.85642 -0.26701
N 2.60524 1.82088 -0.36622
C -0.22333 -0.02279 0.33743
N -0.56520 -0.79517 1.33315
C -1.78879 -0.56696 1.83776
C -2.65595 0.43987 1.35520
C -2.26258 1.26071 0.30454
C -0.99035 0.98701 -0.24306
N -0.51685 1.62508 -1.34853
H 1.75306 -0.61195 -2.34509
H -0.07193 -1.00065 -2.08514
H 1.14554 -2.13185 -1.54126
H 1.84082 -2.34184 0.51595
H 3.11406 -1.06465 0.67144
H 1.62989 -1.18772 1.62182
H -1.91601 -1.30671 2.62869
H -3.61261 0.45178 1.91035
H -3.00800 1.95296 0.04282
H -1.13386 2.31901 -1.64750
H 0.45883 1.95037 -1.45986
```

Values from the calculation:
**Energy relative to the best compared isomer or geometry (same formula, charge and spin)**: 1.954 eV
**Kohn-Sham gap**: 9.3 eV
**SMILES**: CC(C)(C#N)c1ncccc1N
**LUMO level**: 0.03154 hartree
**Total energy**: -513.7682 hartree



Entry 10:
2 unconnected molecules or ions with the total composition C9H11N3O3 at a distorted geometry. Source: OMol25; level of theory: ωB97M-V/def2-TZVPD.

The geometry in XYZ format:
```
26
Properties=species:S:1:pos:R:3
C -1.35908 -0.41148 -1.49644
C -2.51983 0.30620 -1.50723
C -1.81177 1.69181 0.15894
C -0.21677 0.00651 -0.60170
C -0.54773 1.09316 0.21239
C -2.52881 -1.46462 1.36169
C 1.73756 1.65483 0.76531
C 1.96542 0.09799 0.69725
C 1.52126 -1.38814 -1.50777
N -2.75932 1.37242 -0.75765
N 1.71412 -0.43349 2.01795
N 1.06879 -0.55624 -0.42794
O -3.29906 -2.07906 0.73264
O -1.72027 -0.90310 2.01459
O 0.36181 1.82833 0.85689
H -1.22532 -1.09451 -2.34221
H -3.25201 0.08380 -2.30869
H -1.82020 2.63177 0.69038
H 2.20994 2.10751 1.66713
H 2.25522 2.22726 0.00733
H 2.97447 -0.29225 0.45290
H 1.56787 -0.76833 -2.41853
H 2.45819 -1.82231 -1.18399
H 0.72623 -2.14668 -1.60439
H 1.73511 -1.44722 2.19809
H 0.76419 -0.29415 2.32306
```

Values from the calculation:
**Spin multiplicity**: 3
**Kohn-Sham gap (alpha / beta)**: 4.9 / 6.2 eV
**LUMO level (alpha / beta)**: 0.01880 / -0.07602 hartree
**Total energy**: -739.3811 hartree